# C5H13N3O

A molecular structure, C5H13N3O in a non-equilibrium geometry (wB97M-V/def2-TZVPD, the OMol25 dataset).

The calculation puts the molar mass at 131.2 g/mol. The total charge is 0. The HOMO energy comes out at -7.9 eV. For the energy above the lowest of the compared OMol25 structures with the same formula, charge and spin, the calculation gives 150.9 kcal/mol. Its energy is -437.61362 Eh. The gap between HOMO and LUMO is 8.8015 eV.

XYZ file:
```
22
Properties=species:S:1:pos:R:3:nbo_charge:R:1
C -0.828 -0.403 -0.912 -0.046
C -0.959 -1.897 -0.726 -0.644
C -2.025 0.393 -0.453 -0.641
C 1.303 0.777 0.416 0.260
C 0.984 0.453 -0.785 0.156
N -0.438 0.424 2.560 -0.508
N 2.397 1.060 1.176 -0.834
N 1.679 0.294 -1.958 -0.827
O -0.017 0.028 1.284 -0.514
H -0.692 -0.222 -1.979 0.149
H -0.144 1.391 2.707 0.316
H 0.036 -0.158 3.249 0.321
H 2.201 1.572 2.029 0.378
H 2.959 0.235 1.361 0.375
H 2.486 0.903 -2.048 0.385
H 1.091 0.235 -2.782 0.382
H -1.167 -2.156 0.314 0.219
H -0.049 -2.410 -1.045 0.216
H -1.771 -2.275 -1.361 0.210
H -2.387 0.074 0.526 0.224
H -1.799 1.461 -0.429 0.221
H -2.860 0.224 -1.145 0.202
```